1.
Molecular formula: C37H53N2P3PdSi2
Method: DFT, ωB97M-V/def2-TZVPD

Computed properties:
Charge: -2
E_tot: -89312.164 eV
M: 781.4 u

Structure (XYZ):
```
98
C37H53N2P3PdSi2 (ωB97M-V/def2-TZVPD)
Pd -1.23372 0.01171 -0.04953
C 0.07328 -5.17739 1.54407
Si -0.94702 -3.88229 0.55707
C -2.65182 -3.78489 1.46677
C -1.40442 -4.85489 -1.05513
N -0.18172 -2.37979 0.55837
P 0.58658 -1.53159 -0.59393
C 1.33568 -0.03519 -0.26933
P 0.63818 1.49071 -0.55353
N -0.21222 2.33211 0.55247
Si -0.93322 3.85631 0.52287
C -1.34152 4.81161 -1.10953
C -2.66432 3.81561 1.38527
C 0.10198 5.12711 1.52637
C -0.18312 1.68061 -2.17883
C -1.58082 1.62011 -2.18753
C -2.27752 1.70701 -3.37863
C -1.58472 1.82451 -4.57503
C -0.20072 1.82991 -4.57523
C 0.50018 1.74271 -3.38603
C 2.10748 2.58351 -0.70533
C 2.18418 3.76171 -1.43973
C 3.24208 4.63701 -1.26643
C 4.24038 4.35821 -0.34743
C 4.17498 3.18691 0.39207
C 3.11818 2.31701 0.21327
C -0.38182 -1.66149 -2.14713
C 0.17058 -1.69819 -3.41943
C -0.65522 -1.71879 -4.53193
C -2.03212 -1.68349 -4.38693
C -2.59402 -1.60409 -3.11933
C -1.77352 -1.57329 -2.00903
C 2.01978 -2.63519 -0.92173
C 2.01668 -3.79519 -1.68993
C 3.09388 -4.66429 -1.65873
C 4.18978 -4.39569 -0.85443
C 4.20098 -3.24329 -0.07893
C 3.12288 -2.38289 -0.11533
H -0.54042 -6.02629 1.83137
H 0.49638 -4.74939 2.44527
H 0.89798 -5.54959 0.94297
H -3.25162 -4.67299 1.28117
H -3.23372 -2.92799 1.13887
H -2.52412 -3.69629 2.54207
H -2.04212 -5.70989 -0.83833
H -0.51632 -5.23419 -1.55113
H -1.92682 -4.22419 -1.76963
H -1.97982 4.22821 -1.76853
H -0.44132 5.05041 -1.66823
H -1.85232 5.75071 -0.90123
H -3.25402 2.95861 1.06787
H -3.23892 4.70991 1.15177
H -2.56692 3.76221 2.46657
H 0.93378 5.49431 0.93287
H 0.51608 4.67991 2.42257
H -0.49622 5.98341 1.82547
H -2.10532 1.54781 -1.21323
H -3.36242 1.69701 -3.38763
H -2.12732 1.89901 -5.51063
H 0.33568 1.91281 -5.51483
H 1.58318 1.72341 -3.38473
H 1.40178 4.00111 -2.14873
H 3.28478 5.55441 -1.84513
H 5.06218 5.05291 -0.20573
H 4.95498 2.96291 1.11277
H 3.03158 1.39711 0.77857
H 1.24668 -1.70809 -3.53353
H -0.22322 -1.76599 -5.52443
H -2.67112 -1.70319 -5.26323
H -3.67462 -1.57429 -3.01033
H -2.19302 -1.53209 -0.98233
H 1.16168 -4.02449 -2.31183
H 3.07628 -5.56809 -2.26113
H 5.02938 -5.08239 -0.82823
H 5.05568 -3.02569 0.55317
H 3.09168 -1.47539 0.47687
C -3.22352 -0.04419 3.69187
C -2.38922 0.00221 2.41667
P -0.52652 0.01471 2.53747
C -0.22942 -1.41269 3.69907
C 1.20858 -1.88679 3.54107
C -0.26442 1.44171 3.70567
C 1.19048 1.87821 3.63127
H -4.28902 -0.01189 3.44707
H -2.99782 0.80711 4.33357
H -3.03032 -0.96229 4.24657
H -2.62212 0.91281 1.83677
H -2.60712 -0.87819 1.78647
H -0.89532 -2.21719 3.38227
H -0.44642 -1.13949 4.73867
H 1.38058 -2.08229 2.48417
H 1.39338 -2.80189 4.10767
H 1.91268 -1.12709 3.87577
H -0.54902 1.18401 4.73177
H -0.89282 2.25591 3.34397
H 1.85238 1.11511 4.03577
H 1.36338 2.80561 4.18007
H 1.43918 2.03841 2.58427
```

Partial atomic charges computed with the Mulliken method, in multiples of e: -1.565 -1.176 0.303 -1.351 -1.201 0.529 1.978 -0.916 1.665 0.660 0.249 -1.314 -1.334 -1.120 1.205 -0.941 -0.248 -0.746 -0.819 -0.606 0.036 -0.156 -0.882 -0.510 -0.767 -0.737 0.971 -0.555 -0.854 -0.701 -0.371 -1.067 0.046 -0.129 -0.911 -0.514 -0.792 -0.745 0.353 0.212 0.264 0.488 0.270 0.306 0.517 0.304 0.240 0.308 0.325 0.526 0.244 0.469 0.306 0.280 0.184 0.338 0.333 0.330 0.349 0.367 0.456 0.292 0.358 0.341 0.391 0.168 0.453 0.331 0.345 0.350 0.304 0.390 0.355 0.344 0.400 0.129 -1.759 -0.043 2.060 -0.305 -1.104 -0.319 -1.236 0.476 0.319 0.298 0.031 -0.002 -0.288 0.618 0.138 0.376 0.266 0.615 -0.308 0.318 0.385 0.133

=====

2.
Molecular formula: C37H53N4O2OsP2
Method: DFT, ωB97M-V/def2-TZVPD

Computed properties:
Expectation value of S²: 6.043
Charge: +3
E_tot: -70300.667 eV
M: 838.0 u
Spin multiplicity: 5

Structure (XYZ):
```
99
C37H53N4O2OsP2 (ωB97M-V/def2-TZVPD)
C -1.99926 -1.68951 -1.02448
C 0.10134 -1.39301 -2.08388
C -2.39996 -2.58331 -2.02408
C -0.26806 -2.26801 -3.11948
C -1.51916 -2.88561 -3.07518
H -3.40196 -3.01961 -1.98688
H 0.42604 -2.45051 -3.94448
H -1.82136 -3.58101 -3.86478
N -0.74716 -1.14741 -1.04088
P -2.49656 0.55529 0.55042
P 2.07754 -0.37881 -0.36218
C -2.92726 -1.21951 0.06742
H -3.97986 -1.37331 -0.22558
H -2.74256 -1.79591 0.99432
C 0.33894 1.73199 1.70012
O 0.63534 2.62289 2.40872
C 1.33584 -0.54591 -2.10788
H 2.04244 -0.88881 -2.87768
C 3.51854 0.88959 -0.58038
C 2.79424 -2.10661 0.04822
C -3.29796 1.66029 -0.79358
C -3.42486 0.79329 2.20852
C 3.11704 2.23999 0.05502
H 3.19264 2.20009 1.15222
H 3.82334 3.00809 -0.31238
H 2.09484 2.54879 -0.20148
C 4.77124 0.40849 0.18202
H 4.58694 0.35659 1.26832
H 5.14284 -0.56821 -0.16438
H 5.57694 1.14709 0.01632
C 3.85384 1.10759 -2.06998
H 4.89284 1.47889 -2.15018
H 3.78364 0.18189 -2.66338
H 3.19824 1.86759 -2.52488
C 3.41034 -2.07741 1.46582
H 3.05274 -1.20491 2.03422
H 3.08804 -2.98731 2.00602
H 4.50874 -2.06661 1.45612
C 1.62534 -3.11801 0.07772
H 0.72434 -2.69491 0.54622
H 1.36544 -3.48081 -0.92868
H 1.94284 -3.99091 0.67762
C 3.81994 -2.59971 -0.99088
H 3.94444 -1.87461 -1.81428
H 4.80994 -2.80141 -0.55298
H 3.45464 -3.54541 -1.43378
C -3.15446 2.22079 2.72752
H -3.10136 2.19319 3.83172
H -2.19056 2.60489 2.35262
H -3.94986 2.93059 2.45012
C -2.84476 -0.19631 3.23772
H -2.81546 -1.23111 2.86002
H -1.82556 0.08719 3.53982
H -3.49396 -0.18401 4.13332
C -4.94026 0.52389 2.09472
H -5.26026 -0.06741 2.97292
H -5.54456 1.44119 2.07252
H -5.17746 -0.07281 1.19732
C -2.59276 1.34659 -2.13128
H -3.31156 1.17009 -2.94948
H -1.97466 2.21989 -2.41098
H -1.92326 0.47939 -2.03618
C -2.97776 3.12479 -0.41508
H -1.93346 3.19799 -0.06548
H -3.09536 3.75729 -1.31568
H -3.65246 3.51639 0.36192
C -4.81066 1.46399 -0.99778
H -5.06106 0.42349 -1.27048
H -5.40216 1.74909 -0.11338
H -5.13636 2.11099 -1.83398
Os -0.09486 0.30589 0.47692
N 0.15224 1.45229 -1.33108
C 0.76224 0.90959 -2.31708
C 0.89704 1.55589 -3.65228
C 0.90804 2.96889 -3.71068
C 1.00384 0.83699 -4.86228
C 1.02714 3.63519 -4.93198
H 0.81784 3.51249 -2.76518
C 1.11874 1.50669 -6.08898
H 0.98964 -0.25721 -4.85588
C 1.13304 2.90719 -6.13018
H 1.03854 4.73049 -4.95498
H 1.19694 0.92919 -7.01678
H 1.22574 3.42969 -7.08828
N 1.57394 -1.43631 6.89232
C 1.52744 -0.80231 5.69292
O 2.11954 0.26139 5.57772
C 0.76494 -1.34541 4.51822
C 0.11074 -2.57881 4.55802
C -0.56086 -3.03041 3.43922
C -0.61946 -2.24061 2.29452
N -0.03666 -0.99461 2.21722
C 0.68974 -0.59361 3.32472
H 2.10174 -1.01821 7.67312
H 1.09054 -2.32291 7.07512
H 0.12464 -3.21951 5.42452
H -1.03796 -4.00251 3.45212
H -1.11066 -2.69871 1.46972
H 1.23104 0.32809 3.32992
```

Partial atomic charges computed with the Mulliken method, in multiples of e: 0.360 0.245 -1.023 -0.576 -1.280 0.616 0.646 0.496 0.693 -0.682 -1.116 -1.754 1.008 0.321 -0.265 -0.471 -1.961 1.523 2.183 2.590 2.189 2.537 -1.729 0.335 0.536 0.196 -1.551 0.324 0.321 0.554 -1.476 0.589 0.139 0.287 -1.480 0.207 0.404 0.390 -1.723 -0.023 0.352 0.816 -1.445 0.297 0.434 0.343 -1.706 0.422 0.297 0.372 -2.217 0.580 0.328 0.674 -1.470 0.318 0.419 0.314 -1.168 0.444 0.192 -0.036 -1.781 0.322 0.522 0.336 -1.604 0.387 0.326 0.494 2.006 -0.541 1.345 -0.600 0.269 0.083 -0.735 0.486 -0.753 0.424 -0.643 0.481 0.504 0.472 -0.333 0.469 -0.601 -0.084 -0.889 -2.062 0.037 1.452 -0.630 0.278 0.142 0.418 0.585 0.379 0.901

=====

3.
Molecular formula: C37H54F3N4O7P2PdSSb
Method: DFT, ωB97M-V/def2-TZVPD

Computed properties:
Expectation value of S²: 6.050
Charge: +2
E_tot: -107110.184 eV
M: 1046.0 u
Spin multiplicity: 5

Structure (XYZ):
```
110
C37H54F3N4O7P2PdSSb (ωB97M-V/def2-TZVPD)
Pd 0.18231 -0.69137 -0.29325
C 0.28257 -0.37060 -5.83502
C -0.33162 -1.27640 -4.84182
N -1.13146 -2.25654 -5.09643
N -1.44967 -2.78124 -3.88265
C -0.85803 -2.14837 -2.87285
S -1.01669 -2.50634 -1.21894
N -0.13455 -1.17745 -3.47169
N 0.63969 -0.26862 -2.76510
H 0.09737 -0.76715 -6.82938
H 1.35952 -0.28760 -5.68510
H -0.15255 0.62745 -5.76363
H -2.06751 -3.57504 -3.82210
H 1.58484 -0.25888 -3.13131
H 0.16761 0.64767 -2.76806
C -4.86646 2.63151 2.53710
C -4.20516 1.30998 2.85398
C -3.62043 1.23576 4.24696
O -3.16060 0.96833 1.86789
P -1.96555 1.78809 1.29044
O -0.80564 0.90044 1.01151
C -2.56833 2.63549 -0.18688
P -2.24966 1.74489 -1.72030
O -0.78367 1.64682 -1.92847
O -3.05790 2.47979 -2.84231
C -2.68548 3.82170 -3.32724
C -3.90429 4.70237 -3.17893
C -2.21027 3.67222 -4.75378
O -2.88978 0.32606 -1.60768
C -4.25126 -0.17397 -1.85853
C -4.45350 -0.34108 -3.35179
C -5.29191 0.69403 -1.18748
O -1.66835 2.89302 2.36649
C -0.44293 3.70623 2.34059
C -0.85133 5.15153 2.17030
C 0.28830 3.44190 3.63708
H -5.67999 2.79109 3.24491
H -5.30488 2.63422 1.53836
H -4.17176 3.46547 2.63958
H -4.91494 0.49635 2.70454
H -2.91624 2.04621 4.42645
H -3.12273 0.27967 4.40488
H -4.42803 1.31655 4.97541
H -2.09144 3.61676 -0.26192
H -3.63940 2.80016 -0.06097
H -1.86742 4.18053 -2.69534
H -4.72468 4.32092 -3.78675
H -3.67305 5.71270 -3.51627
H -4.23067 4.75896 -2.14053
H -2.99624 3.23137 -5.36730
H -1.32299 3.04108 -4.80024
H -1.96026 4.64832 -5.16887
H -4.23030 -1.15167 -1.37669
H -4.48409 0.62243 -3.85512
H -5.39551 -0.85639 -3.54353
H -3.64852 -0.94222 -3.77428
H -5.34318 1.68247 -1.64545
H -5.07935 0.78570 -0.12166
H -6.27347 0.23018 -1.28861
H 0.15611 3.36495 1.49082
H -1.46665 5.47582 3.00920
H -1.40955 5.30927 1.24714
H 0.03690 5.78287 2.13700
H -0.29559 3.80347 4.48361
H 1.24735 3.96036 3.64190
H 0.46611 2.37449 3.76435
C -0.23927 -1.50684 2.86977
O 0.79027 -1.22361 1.89133
C 1.99602 -0.68244 2.34558
C 2.35253 0.65465 1.79267
H -0.38805 -2.58427 2.92777
H -1.14854 -1.00786 2.54371
H 0.06930 -1.12463 3.84131
H 2.57333 1.37630 2.58490
H 1.52984 1.06739 1.21325
H 3.24911 0.62022 1.16355
F 8.15029 -1.26447 -2.90912
C 6.91825 -1.45602 -2.44361
C 6.34434 -0.47258 -1.65710
C 5.06090 -0.67514 -1.17890
C 4.36948 -1.84479 -1.47900
C 4.97420 -2.81474 -2.28328
C 6.25798 -2.63021 -2.76558
Sb 2.42245 -2.23660 -0.76270
C 2.86606 -1.44926 3.15006
C 4.08810 -0.87356 3.58388
C 4.98575 -1.58613 4.34563
C 4.67816 -2.89376 4.69253
F 5.55163 -3.59223 5.42330
C 3.49483 -3.50025 4.29890
C 2.59908 -2.78691 3.53356
C 2.57159 -3.96274 0.39187
C 1.42347 -4.61842 0.83530
C 1.52679 -5.72777 1.65508
C 2.79215 -6.16383 2.01735
F 2.89680 -7.22672 2.81475
C 3.94828 -5.53646 1.58646
C 3.83255 -4.42843 0.76614
H 6.90537 0.42303 -1.42961
H 4.61280 0.08520 -0.55178
H 4.45152 -3.73282 -2.52704
H 6.74966 -3.37107 -3.38038
H 4.32916 0.14883 3.32791
H 5.91508 -1.14893 4.68304
H 3.29596 -4.52201 4.59298
H 1.69490 -3.27757 3.21193
H 0.44188 -4.27642 0.53274
H 0.65480 -6.26170 2.00713
H 4.91226 -5.91533 1.89676
H 4.73573 -3.92581 0.44070
```

Mulliken population analysis, charges in e, atoms 1 to 99: 0.320 -1.237 1.024 -0.769 0.379 0.282 -0.638 0.680 -0.748 0.387 0.340 0.175 0.169 0.304 0.245 -1.222 0.564 -1.407 -0.380 -1.059 0.638 0.109 -0.418 -0.989 0.279 0.596 -1.444 -1.375 0.104 0.600 -1.185 -1.021 0.125 0.743 -1.457 -1.462 0.512 0.230 0.272 0.373 0.220 0.307 0.514 0.216 0.246 0.381 0.294 0.477 0.304 0.300 0.232 0.464 0.408 0.152 0.497 0.165 0.207 -0.042 0.611 0.249 0.315 0.301 0.418 0.379 0.436 0.214 -1.091 1.094 -0.272 -1.124 0.386 0.027 0.444 0.598 -0.307 0.130 -0.301 0.281 -0.587 -0.192 -0.003 -0.414 -0.591 1.044 1.516 -0.698 -0.864 0.359 -0.324 -1.010 -0.147 0.337 -0.559 -0.539 0.278 -0.359 -0.722 -0.493 0.482

=====

4.
Molecular formula: C37H55F17N3O4
Method: DFT, ωB97M-V/def2-TZVPD

Computed properties:
Expectation value of S²: 3.763
E_tot: -98108.577 eV
M: 928.8 u
Spin multiplicity: 4

Structure (XYZ):
```
116
C37H55F17N3O4 (ωB97M-V/def2-TZVPD)
C -4.25496 2.41370 3.79281
C -4.75394 0.96554 4.23320
C -6.37858 1.04056 4.18635
C -4.36677 -0.23769 3.25613
C -2.75169 -0.47023 3.09899
C -2.39410 0.45577 1.82303
C -1.06972 1.31695 1.93000
O -0.27707 1.34562 0.95792
C -2.58925 -2.03356 2.78386
F -3.34508 -2.24990 1.58363
F -3.18948 -2.89051 3.72419
C -1.11255 -2.55115 2.51742
F -1.18818 -3.35972 1.33862
F -0.15209 -1.57181 2.22031
C -0.46686 -3.50849 3.61772
F -1.08874 -4.78555 3.49457
F -0.65854 -3.11740 4.95000
C 1.09567 -3.80178 3.43330
F 1.50600 -3.86958 2.08390
F 1.30263 -5.12197 3.93166
C 2.09264 -2.83938 4.21319
F 1.63185 -1.53913 4.45464
F 3.23080 -2.68788 3.36705
C 2.66887 -3.40206 5.59340
F 1.66295 -3.90127 6.45945
F 3.66365 -4.38650 5.34422
C 3.43245 -2.27624 6.47503
F 2.49336 -1.50652 7.19281
F 4.18122 -1.38512 5.70062
C 4.43360 -2.90549 7.56166
F 5.68865 -3.06852 6.94798
F 4.64233 -1.92610 8.56033
F 3.96592 -4.07562 8.15277
C -2.11747 -0.02085 4.48864
C -3.07216 -0.06495 5.77281
C -3.22840 -1.49420 6.46774
C -2.29113 0.84123 6.88141
N -4.41504 0.55506 5.61423
O -4.71163 1.44622 6.51770
H -4.83525 3.16872 4.43665
H -3.15203 2.56458 4.07591
H -4.39450 2.65696 2.69364
H -6.86173 0.01596 4.27086
H -6.62014 1.45307 3.13894
H -6.78059 1.80860 4.92218
H -4.91352 -1.15438 3.64106
H -4.85520 0.00285 2.24299
H -2.27958 -0.15382 0.85395
H -3.23257 1.20245 1.57554
H -0.77247 1.97368 2.82374
H -1.67760 1.03744 4.50812
H -1.21441 -0.70745 4.68970
H -4.02694 -2.15979 5.98915
H -2.23493 -2.05093 6.60555
H -3.60610 -1.29869 7.53624
H -2.18144 1.92336 6.56207
H -1.22106 0.40754 6.89093
H -2.69126 0.68860 7.92864
C -1.24238 -1.68770 -3.59684
C -2.54597 -0.85619 -3.46121
C -3.38742 -0.97228 -4.75143
C -2.84982 -0.14926 -5.91718
C -2.60793 1.29655 -5.49927
C -1.71758 1.41530 -4.24745
N -2.19328 0.55531 -3.12370
O -3.29239 1.14043 -2.59406
C -0.26150 1.05294 -4.62061
C -1.62635 2.90720 -3.84249
C -3.32846 -1.56473 -2.32851
H -0.43188 -1.26308 -2.99843
H -1.37392 -2.71280 -3.23915
H -0.90185 -1.77630 -4.63048
H -4.41505 -0.64423 -4.55087
H -3.46006 -2.02139 -5.05751
H -1.92987 -0.59398 -6.30866
H -3.56993 -0.17307 -6.74149
H -2.15831 1.84282 -6.33426
H -3.57842 1.77456 -5.31459
H 0.38457 1.05086 -3.73723
H 0.15227 1.78358 -5.32173
H -0.16114 0.08995 -5.11611
H -2.60673 3.35264 -3.65579
H -1.16762 3.49714 -4.64103
H -1.01361 3.03408 -2.94552
H -2.78524 -1.50836 -1.37966
H -3.47727 -2.62245 -2.56212
H -4.32592 -1.14457 -2.17887
C 5.99487 0.24997 -3.73060
C 6.02482 1.74215 -4.15677
C 5.10750 2.57701 -3.23578
C 3.62001 2.40738 -3.52490
C 3.32349 2.62286 -5.00407
C 4.19480 1.74550 -5.92234
N 5.64898 1.84704 -5.59875
O 6.08929 3.04249 -6.05476
C 3.72346 0.27583 -5.82057
C 3.89708 2.11878 -7.39547
C 7.48489 2.18273 -3.88385
H 6.17708 -0.41340 -4.58022
H 6.77356 0.01979 -2.99800
H 5.05223 -0.03775 -3.26079
H 5.35332 3.64128 -3.33921
H 5.29927 2.32365 -2.18764
H 3.27739 1.41836 -3.20546
H 3.04961 3.12934 -2.93149
H 2.26362 2.42702 -5.19021
H 3.47959 3.68320 -5.24067
H 4.37116 -0.38825 -6.40066
H 2.70960 0.16665 -6.21744
H 3.67693 -0.10119 -4.80163
H 4.07120 3.17734 -7.60414
H 2.84836 1.92581 -7.63876
H 4.50874 1.52706 -8.08218
H 8.18797 1.63158 -4.51614
H 7.75676 1.99304 -2.84183
H 7.63963 3.25155 -4.04857
```

Mulliken population analysis, charges in e, atoms 1 to 99: -1.187 1.327 -1.387 -2.168 1.805 -0.212 -0.046 -0.499 0.345 -0.320 -0.271 0.869 -0.366 -0.310 0.548 -0.346 -0.137 0.360 -0.279 -0.306 0.627 -0.287 -0.311 0.534 -0.267 -0.293 0.578 -0.282 -0.268 0.616 -0.230 -0.242 -0.212 -1.006 0.617 -1.230 -1.044 0.753 -0.636 0.399 0.166 0.256 0.320 0.360 0.374 0.527 0.483 -0.266 0.432 0.277 0.484 -0.246 0.205 0.059 0.478 0.329 0.218 0.315 -1.844 2.154 -1.437 -0.484 -1.394 1.965 0.593 -0.608 -1.986 -1.931 -2.205 0.301 0.496 0.339 0.410 0.350 0.292 0.399 0.387 0.393 0.526 0.475 0.086 0.388 0.399 0.418 0.576 0.469 0.369 -1.840 1.932 -1.540 -0.239 -0.684 1.676 0.314 -0.546 -1.781 -1.687 -1.856 0.327